104
Properties=species:S:1:pos:R:3:forces:R:3 method="wB97M-V/def2-TZVPD" e_lumo_ha=0.04662 spin_multiplicity=1 energy_ha=-7018.3295 total_charge=-1
C 6.2404 4.2704 -0.0125 -3.937 -1.804 0.033
C 4.9090 3.5587 -0.0950 4.476 1.271 0.220
C 4.9672 1.9804 -0.6281 0.511 0.946 -0.005
C 3.5235 1.4445 -1.2253 1.741 -1.504 0.176
N 2.9975 2.5188 -2.1441 -1.816 -1.036 0.348
P 1.9101 1.9012 -3.4115 1.652 -0.710 -2.932
N 2.6752 1.5844 -4.8402 -1.818 1.277 0.863
C 3.8698 0.1279 -2.1966 1.265 -6.062 -4.531
O 4.9298 0.0938 -3.0411 -4.696 1.435 4.828
O 3.0023 -1.0917 -2.2467 3.199 6.569 1.149
C 2.4754 0.8998 -0.0935 -1.297 1.696 -0.516
Br 3.2769 -0.5761 1.0655 -0.525 0.954 -0.995
C 1.9244 2.0250 0.9610 -0.580 -0.359 0.894
C 0.7165 2.9846 0.3799 0.569 0.454 1.187
H 6.3660 5.3303 0.5192 -0.392 -2.522 -1.459
H 7.1905 3.7245 -0.4516 -2.128 1.226 1.113
H 3.9074 4.0932 0.2470 2.378 -1.256 -0.669
H 5.4136 1.2731 0.2219 -1.375 1.585 -1.701
H 5.8060 1.9873 -1.4774 -2.249 -0.217 1.588
H 2.6010 3.3424 -1.6418 0.393 -1.034 -0.416
H 1.2370 0.6709 -3.0131 0.726 1.396 0.404
H 0.9184 2.9029 -3.7131 0.327 -0.314 1.029
H 2.2648 2.2149 -5.5860 0.683 -0.696 1.279
H 1.5265 0.4885 -0.6786 2.262 0.363 1.365
H 1.4368 1.4161 1.8652 1.087 1.281 -2.012
H 2.7838 2.6726 1.4747 -1.756 -1.466 -1.317
H 0.1293 3.3796 1.3372 1.252 -0.859 -2.127
H 1.1439 3.9692 -0.1421 -1.047 -2.226 0.830
H -0.0722 2.4295 -0.2825 2.037 1.008 1.185
C -5.4343 3.2307 0.0705 -0.275 -0.060 -0.034
C -4.7594 2.3343 1.1076 -0.133 -0.016 0.237
C -3.4332 1.8633 0.5132 -0.035 -0.338 0.365
S -2.9189 3.1351 -0.6313 0.361 0.042 0.245
O -2.9405 2.5856 -1.9706 0.200 0.267 0.209
O -1.7614 3.8213 -0.0930 -1.015 0.036 -0.739
C -4.3504 4.1763 -0.4252 -0.528 0.377 -0.032
H -6.2809 3.7776 0.4957 0.080 -0.050 -0.090
H -5.8078 2.6193 -0.7596 0.042 0.114 0.062
H -4.5701 2.9117 2.0207 -0.011 -0.075 -0.114
H -5.3929 1.4850 1.3819 0.123 0.110 -0.015
H -2.6688 1.7378 1.2842 -0.085 0.023 -0.435
H -3.5539 0.9320 -0.0469 0.130 0.184 -0.016
H -4.6009 4.6588 -1.3714 0.211 -0.053 0.058
H -4.1098 4.9302 0.3303 0.055 -0.108 -0.121
C -2.3987 -2.0668 4.4263 0.056 -0.359 0.023
C -1.0921 -2.6624 3.9040 0.046 -0.147 0.077
C -0.4241 -1.6045 3.0272 0.303 -0.520 -0.365
S -0.9683 -0.0216 3.6518 0.708 -0.271 0.439
O -1.7785 0.6198 2.6377 0.209 0.171 0.301
O 0.1468 0.6476 4.2914 -0.544 0.205 -0.433
C -2.0491 -0.6682 4.9124 -0.396 -0.165 0.331
H -2.8305 -2.6744 5.2270 0.310 0.297 -0.482
H -3.1305 -2.0094 3.6117 0.031 0.000 0.127
H -0.4386 -2.9064 4.7503 -0.092 0.035 -0.082
H -1.2640 -3.5874 3.3448 0.064 0.161 0.052
H 0.6657 -1.6630 3.0861 -0.163 0.285 -0.167
H -0.7459 -1.6866 1.9855 0.088 0.138 0.070
H -2.9213 -0.0218 5.0245 0.191 0.079 -0.035
H -1.4853 -0.7063 5.8493 -0.058 0.082 -0.149
C 6.0289 -0.8965 -6.1705 -0.083 0.062 0.327
C 6.0393 0.4103 -6.9624 -0.329 0.178 0.116
C 7.3272 0.4385 -7.7838 -0.034 0.684 -0.020
S 7.7607 -1.2669 -8.0921 -0.366 -0.122 0.077
O 9.0018 -1.5580 -7.4057 0.003 -0.062 -0.461
O 7.5637 -1.5625 -9.4972 0.490 -0.072 0.094
C 6.4198 -1.9825 -7.1618 -0.311 -0.206 0.245
H 5.0497 -1.0932 -5.7243 0.225 0.135 0.089
H 6.7664 -0.8439 -5.3607 -0.217 -0.042 -0.051
H 5.1727 0.4365 -7.6341 0.104 0.003 0.109
H 5.9712 1.2825 -6.3048 -0.076 -0.211 -0.082
H 7.1854 0.9552 -8.7364 0.217 -0.193 0.070
H 8.1468 0.9013 -7.2272 -0.035 -0.196 -0.110
H 6.7492 -2.9049 -6.6806 0.101 0.087 -0.181
H 5.6030 -2.1918 -7.8590 0.174 0.020 0.000
C -7.1430 -2.1378 8.0845 -0.259 -0.100 -0.075
C -6.4682 -3.0342 9.1216 -0.200 -0.015 0.321
C -5.1419 -3.5052 8.5272 -0.070 -0.571 0.441
S -4.6277 -2.2334 7.3827 0.240 0.324 0.165
O -4.6492 -2.7829 6.0434 -0.256 0.141 0.656
O -3.4701 -1.5472 7.9209 -0.246 -0.365 -0.556
C -6.0591 -1.1922 7.5888 -0.457 0.341 0.000
H -7.9897 -1.5909 8.5097 0.118 -0.072 -0.091
H -7.5166 -2.7492 7.2544 0.036 0.123 0.077
H -6.2788 -2.4568 10.0347 -0.025 -0.075 -0.136
H -7.1016 -3.8835 9.3959 0.128 0.128 -0.023
H -4.3775 -3.6307 9.2982 0.016 0.036 -0.298
H -5.2627 -4.4365 7.9670 0.103 0.203 -0.024
H -6.3097 -0.7097 6.6425 0.222 -0.064 0.057
H -5.8185 -0.4383 8.3443 0.067 -0.106 -0.132
C -2.0788 -2.4245 -4.1026 -0.009 0.068 -0.281
C -1.1242 -3.5944 -3.8686 -0.100 -0.282 -0.126
C -0.0550 -3.1239 -2.8839 0.395 -0.467 -0.357
S -0.8194 -1.8553 -1.8848 0.608 0.217 0.094
O -0.1619 -0.5949 -2.1586 -0.755 -0.523 0.537
O -1.0052 -2.3566 -0.5377 0.030 0.397 -0.059
C -2.3921 -1.8654 -2.7228 -0.570 0.081 -0.262
H -2.9872 -2.7397 -4.6243 0.095 0.074 0.057
H -1.5842 -1.6604 -4.7142 -0.087 -0.064 0.108
H -1.6784 -4.4366 -3.4368 0.023 0.094 -0.061
H -0.6740 -3.9426 -4.8035 -0.042 0.050 0.165
H 0.2845 -3.9386 -2.2392 0.048 0.342 0.025
H 0.7985 -2.6786 -3.4024 -0.007 0.133 0.297
H -2.8065 -0.8563 -2.7520 0.156 -0.031 0.160
H -3.0612 -2.5319 -2.1704 0.121 0.079 0.003